1.
Below is a molecular structure, C32H31AgN5O2Te, with properties calculated with ωB97M-V/def2-TZVPD.

Structure (XYZ):
```
72
C32H31AgN5O2Te ωB97M-V/def2-TZVPD
Ag -0.235 -0.360 -0.088
C -1.330 0.511 -3.378
C -2.003 1.455 -2.428
C -3.074 2.230 -2.870
C -3.724 3.051 -1.972
C -3.252 3.119 -0.672
C -2.142 2.363 -0.314
N -1.557 1.515 -1.172
C -1.539 2.503 1.042
C -1.868 3.579 1.866
C -1.307 3.649 3.127
C -0.405 2.679 3.523
C -0.072 1.669 2.624
N -0.654 1.585 1.426
C 0.951 0.634 2.951
C 1.650 0.646 4.153
C 2.560 -0.364 4.411
C 2.750 -1.355 3.468
C 2.030 -1.297 2.277
C 2.227 -2.326 1.204
N 1.155 -0.319 2.036
H -1.344 0.911 -4.391
H -0.303 0.344 -3.067
H -1.854 -0.448 -3.388
H -3.388 2.171 -3.903
H -4.580 3.637 -2.277
H -3.760 3.746 0.045
H -2.530 4.361 1.531
H -1.565 4.461 3.793
H 0.030 2.722 4.509
H 1.495 1.423 4.886
H 3.110 -0.379 5.343
H 3.450 -2.163 3.640
H 2.628 -3.253 1.611
H 1.280 -2.527 0.700
H 2.930 -1.945 0.459
O 6.190 3.755 0.328
C 6.130 3.020 -0.796
O 7.024 3.063 -1.590
C 4.923 2.147 -0.998
C 4.965 1.256 -2.068
C 3.912 0.402 -2.323
C 2.781 0.415 -1.499
C 2.719 1.343 -0.460
C 3.781 2.190 -0.205
N 1.663 -0.426 -1.669
C 1.728 -1.486 -2.368
C 0.539 -2.316 -2.596
C 0.457 -3.103 -3.741
C -0.705 -3.816 -3.982
C -1.738 -3.738 -3.062
C -1.558 -2.950 -1.934
N -0.453 -2.254 -1.700
H 5.420 3.635 0.891
H 5.840 1.255 -2.704
H 3.967 -0.254 -3.181
H 1.818 1.376 0.139
H 3.678 2.905 0.603
H 2.647 -1.820 -2.853
H 1.281 -3.132 -4.443
H -0.804 -4.427 -4.869
H -2.660 -4.285 -3.207
H -2.333 -2.875 -1.179
C -1.432 -1.657 3.779
Te -2.171 -1.695 1.768
C -2.224 -3.849 1.778
H -2.168 -2.127 4.426
H -1.288 -0.625 4.087
H -0.489 -2.196 3.834
H -1.373 -4.206 2.353
H -2.163 -4.231 0.763
H -3.148 -4.184 2.242
```

Summary:
- E: -2077.125065 hartree
- Orbital gap: 6.9 eV
- Net charge: +1



2.
Below is 6 unconnected molecules or ions with the total composition C32H31BClF5N4O3P, with properties calculated with ωB97M-V/def2-TZVPD.

Structure (XYZ):
```
78
C32H31BClF5N4O3P ωB97M-V/def2-TZVPD
O -1.955 -1.184 -2.521
B -1.123 -2.211 -2.155
O 0.212 -1.979 -2.094
N -1.607 -3.559 -1.835
C -2.885 -3.890 -1.650
N -3.355 -5.106 -1.361
C -4.645 -4.982 -1.238
N -5.054 -3.719 -1.455
P -6.681 -3.003 -1.412
O -6.833 -2.240 -2.814
Cl -6.229 -1.464 -0.128
N -3.906 -3.025 -1.715
H -2.163 -1.224 -3.461
H 0.672 -2.823 -2.072
H -0.946 -4.312 -1.730
H -5.350 -5.752 -0.987
H -6.035 -1.799 -3.135
H -3.942 -2.029 -1.884
F -1.127 1.563 4.477
C -2.038 0.987 3.669
C -2.436 -0.310 3.920
C -3.369 -0.896 3.078
C -3.881 -0.182 2.002
C -3.466 1.123 1.770
C -2.539 1.717 2.610
H -2.017 -0.849 4.759
H -3.695 -1.911 3.262
H -4.601 -0.645 1.339
H -3.862 1.678 0.930
H -2.204 2.734 2.450
F 3.474 3.004 9.724
C 2.560 2.420 8.928
C 2.163 1.126 9.202
C 1.218 0.528 8.381
C 0.692 1.224 7.301
C 1.109 2.522 7.041
C 2.047 3.130 7.862
H 2.590 0.600 10.045
H 0.892 -0.482 8.587
H -0.042 0.755 6.660
H 0.703 3.063 6.197
H 2.379 4.144 7.682
F 0.877 3.924 1.430
C 1.685 2.871 1.684
C 2.867 2.749 0.984
C 3.697 1.669 1.248
C 3.328 0.725 2.197
C 2.131 0.865 2.887
C 1.302 1.947 2.635
H 3.133 3.491 0.243
H 4.629 1.564 0.711
H 3.975 -0.118 2.399
H 1.841 0.129 3.625
H 0.373 2.076 3.166
F -1.404 -2.560 -5.792
C -0.068 -2.686 -6.041
C 0.381 -3.748 -6.796
C 1.743 -3.859 -7.039
C 2.627 -2.921 -6.519
C 2.150 -1.864 -5.756
C 0.789 -1.742 -5.521
H -0.323 -4.471 -7.185
H 2.115 -4.681 -7.636
H 3.687 -3.016 -6.708
H 2.835 -1.136 -5.344
H 0.391 -0.922 -4.936
F 3.676 1.586 -1.963
C 3.192 2.419 -2.907
C 2.022 3.108 -2.658
C 1.529 3.966 -3.631
C 2.203 4.116 -4.835
C 3.376 3.411 -5.066
C 3.881 2.558 -4.095
H 1.507 2.973 -1.716
H 0.618 4.519 -3.447
H 1.815 4.784 -5.592
H 3.902 3.526 -6.004
H 4.798 2.006 -4.252
```

Summary:
- E: -3008.415205 hartree
- Orbital gap: 6.7 eV
- ΔE to the lowest compared entry with this formula, charge and spin: 0.00 kJ/mol
- Net charge: +1



3.
Below is a molecular structure, C32H31Cl2F3N4O7SSc, with properties calculated with ωB97M-V/def2-TZVPD.

Structure (XYZ):
```
81
C32H31Cl2F3N4O7SSc ωB97M-V/def2-TZVPD
Sc 1.053 -0.548 0.073
C -5.039 -3.374 2.890
C -3.772 -2.630 2.565
C -3.619 -1.291 2.823
C -2.419 -0.609 2.527
C -2.352 0.788 2.730
N -1.325 1.559 2.532
C -1.397 3.011 2.646
C -0.721 3.723 1.471
C -0.896 3.051 0.119
N -2.309 2.958 -0.260
C -2.857 2.319 -1.266
C -2.366 1.357 -2.173
C -3.075 1.313 -3.408
C -2.678 0.539 -4.459
C -3.389 0.540 -5.783
C -1.545 -0.270 -4.254
C -0.855 -0.344 -3.063
C 0.254 -1.291 -3.006
N 1.005 -1.559 -2.018
C 2.049 -2.567 -2.242
C 1.647 -3.904 -1.637
C 1.552 -3.902 -0.119
N 0.568 -2.940 0.385
C -0.440 -3.434 0.985
C -1.509 -2.668 1.614
C -2.691 -3.294 1.960
C -1.323 -1.297 1.936
O -0.228 -0.677 1.716
C -1.273 0.449 -1.942
O -0.773 0.298 -0.784
H -5.723 -2.752 3.466
H -4.830 -4.270 3.475
H -5.557 -3.688 1.982
H -4.435 -0.735 3.274
H -3.261 1.288 3.057
H -0.435 1.121 2.253
H -0.913 3.322 3.573
H -2.454 3.277 2.719
H 0.351 3.788 1.653
H -1.084 4.755 1.447
H -0.478 2.052 0.121
H -0.379 3.628 -0.652
H -2.910 3.645 0.173
H -3.871 2.654 -1.466
H -3.942 1.955 -3.520
H -4.339 1.067 -5.720
H -3.592 -0.477 -6.121
H -2.788 1.028 -6.553
H -1.208 -0.897 -5.074
H 0.434 -1.810 -3.953
H 2.977 -2.200 -1.796
H 2.223 -2.685 -3.315
H 2.395 -4.646 -1.925
H 0.695 -4.227 -2.072
H 2.516 -3.625 0.304
H 1.310 -4.909 0.234
H -0.544 -4.522 1.060
H -2.790 -4.354 1.744
Cl 5.628 5.268 1.178
C 4.380 4.071 1.145
C 3.710 3.752 2.331
C 2.715 2.808 2.331
Cl 1.890 2.426 3.806
C 2.343 2.100 1.162
O 1.404 1.212 1.199
C 3.040 2.454 -0.022
C 2.742 1.807 -1.261
O 2.013 0.821 -1.423
C 4.044 3.439 -0.020
H 3.980 4.250 3.252
H 3.212 2.241 -2.155
H 4.560 3.678 -0.942
F 4.867 -3.460 0.690
C 5.151 -2.359 1.402
F 4.766 -2.562 2.659
F 6.462 -2.158 1.368
S 4.289 -0.902 0.690
O 4.639 0.194 1.539
O 4.662 -0.861 -0.696
O 2.853 -1.308 0.846
```

Summary:
- E: -4362.699474 hartree
- Orbital gap: 6.7 eV
- ΔE to the lowest compared entry with this formula, charge and spin: 0.00 kJ/mol
- Net charge: +1



4.
Below is a molecular structure, C32H31ClNO4P2RhS2, with properties calculated with ωB97M-V/def2-TZVPD.

Structure (XYZ):
```
74
C32H31ClNO4P2RhS2 ωB97M-V/def2-TZVPD
Rh 1.702 0.516 0.090
C 0.270 1.069 -3.243
C -0.654 1.812 -2.271
P 0.104 2.128 -0.599
C -1.337 2.514 0.444
C -1.114 2.465 1.820
C -2.139 2.756 2.701
C -3.396 3.094 2.222
C -3.622 3.141 0.856
C -2.600 2.853 -0.033
C 0.879 3.760 -0.829
C 2.055 3.816 -1.575
C 2.748 5.004 -1.699
C 2.279 6.149 -1.075
C 1.103 6.103 -0.345
C 0.402 4.917 -0.219
C 0.224 -0.454 -3.093
P 1.022 -1.074 -1.523
C -0.199 -2.205 -0.811
C -1.568 -1.957 -0.795
C -2.420 -2.807 -0.114
C -1.918 -3.904 0.566
C -0.548 -4.124 0.600
C 0.306 -3.277 -0.072
C 2.261 -2.239 -2.174
C 1.881 -3.393 -2.855
C 2.849 -4.281 -3.284
C 4.189 -4.022 -3.039
C 4.567 -2.865 -2.380
C 3.604 -1.972 -1.944
H 1.301 1.408 -3.110
H -0.032 1.319 -4.265
H -1.568 1.232 -2.119
H -0.925 2.781 -2.699
H -0.130 2.195 2.186
H -1.960 2.718 3.765
H -4.195 3.321 2.914
H -4.597 3.411 0.477
H -2.794 2.911 -1.093
H 2.458 2.913 -2.012
H 3.669 5.024 -2.261
H 2.841 7.068 -1.143
H 0.741 6.996 0.144
H -0.506 4.893 0.368
H 0.777 -0.904 -3.924
H -0.807 -0.812 -3.139
H -1.973 -1.094 -1.305
H -3.483 -2.612 -0.119
H -2.592 -4.572 1.082
H -0.150 -4.961 1.156
H 1.375 -3.418 -0.028
H 0.832 -3.594 -3.027
H 2.558 -5.183 -3.801
H 4.937 -4.731 -3.358
H 5.609 -2.663 -2.193
H 3.879 -1.071 -1.414
O 0.971 -0.793 3.304
S 2.375 -0.200 2.721
O 3.280 -0.339 3.808
O 2.645 -1.051 1.562
O 2.046 1.167 2.329
S -0.191 -0.887 2.065
C -1.527 -1.482 2.981
N -1.404 -2.721 3.612
C -2.513 -3.450 3.936
C -3.752 -2.922 3.813
C -3.908 -1.599 3.311
C -2.792 -0.926 2.864
H -0.479 -3.104 3.720
H -2.344 -4.454 4.292
H -4.622 -3.505 4.070
H -4.890 -1.166 3.243
H -2.868 0.037 2.391
Cl 3.782 1.297 -0.432
```

Summary:
- E: -3643.522987 hartree
- Orbital gap (spin up / spin down): 4.0 / 3.4 eV
- ΔE to the lowest compared entry with this formula, charge and spin: 339.89 kJ/mol



5.
Below is a molecular structure, C32H31CrN8S, with properties calculated with ωB97M-V/def2-TZVPD.

Structure (XYZ):
```
73
C32H31CrN8S ωB97M-V/def2-TZVPD
Cr 0.859 0.151 -0.476
C 2.709 2.468 -0.573
C 2.129 2.869 -1.921
C 1.892 1.769 -2.925
C 2.272 1.963 -4.244
C 1.996 0.991 -5.191
C 1.336 -0.156 -4.793
C 0.996 -0.293 -3.460
N 1.275 0.640 -2.540
N 1.709 1.892 0.363
C 2.439 1.424 1.565
C 1.645 0.888 2.733
C 2.214 0.875 3.942
C 1.712 0.098 5.065
C 0.548 -0.541 4.965
C -0.325 -0.312 3.815
N 0.315 0.352 2.558
C 0.645 2.870 0.691
C -0.621 2.656 -0.104
C -1.620 3.612 -0.147
C -2.799 3.312 -0.809
C -2.945 2.074 -1.416
C -1.891 1.182 -1.352
N -0.757 1.477 -0.715
H 3.149 3.352 -0.096
H 3.498 1.727 -0.705
H 2.824 3.579 -2.371
H 1.197 3.428 -1.785
H 2.778 2.877 -4.523
H 2.291 1.133 -6.222
H 1.093 -0.946 -5.488
H 0.504 -1.185 -3.099
H 3.044 2.248 1.964
H 3.127 0.650 1.229
H 3.174 1.364 4.044
H 2.357 -0.036 5.922
H 0.221 -1.258 5.706
H -0.986 -1.108 3.497
H 1.012 3.892 0.551
H 0.392 2.776 1.748
H -1.482 4.566 0.346
H -3.601 4.037 -0.848
H -3.853 1.799 -1.931
H -1.939 0.201 -1.810
N 2.926 -3.384 -1.967
C 2.089 -2.509 -1.325
S 2.864 -1.153 -0.505
N 0.817 -2.697 -1.403
N 0.110 -1.656 -0.781
C -0.894 -1.959 0.053
C -1.750 -3.143 -0.146
C -2.098 -3.550 -1.435
C -2.927 -4.641 -1.624
C -3.410 -5.347 -0.529
C -3.061 -4.958 0.755
C -2.235 -3.860 0.945
C -1.107 -1.006 1.083
C -2.418 -0.686 1.478
C -2.844 0.461 2.159
C -2.080 1.351 2.871
C -0.759 1.052 3.405
N 0.068 -0.223 1.295
H 3.887 -3.390 -1.673
H 2.523 -4.283 -2.183
H -1.706 -3.008 -2.285
H -3.197 -4.945 -2.627
H -4.053 -6.204 -0.679
H -3.426 -5.512 1.609
H -1.951 -3.558 1.945
H -3.187 -1.345 1.098
H -3.904 0.686 2.083
H -2.523 2.261 3.251
H -0.288 1.847 3.972
```

Summary:
- E: -3118.441263 hartree
- 2S+1: 5
- Orbital gap (spin up / spin down): 5.5 / 6.7 eV
- ΔE to the lowest compared entry with this formula, charge and spin: 480.95 kJ/mol
- Net charge: +1



6.
Below is a molecular structure, C32H31CuN7O4, with properties calculated with ωB97M-V/def2-TZVPD.

Structure (XYZ):
```
75
C32H31CuN7O4 ωB97M-V/def2-TZVPD
Cu -0.080 -0.642 0.013
O -1.139 4.568 -0.931
C -2.007 4.232 -1.904
C -2.389 5.215 -2.817
C -3.261 4.919 -3.843
C -3.755 3.630 -3.998
C -3.411 2.660 -3.082
C -2.552 2.943 -2.017
C -2.310 1.857 -1.037
O -2.995 0.841 -1.015
N -1.354 2.108 -0.088
N -0.927 1.156 0.677
C -0.678 1.299 1.938
C -0.342 0.133 2.696
C -0.015 0.187 4.056
C 0.149 -0.991 4.752
C -0.012 -2.198 4.078
C -0.281 -2.168 2.718
N -0.433 -1.042 2.047
H -0.987 3.767 -0.376
H -1.990 6.208 -2.690
H -3.575 5.698 -4.520
H -4.416 3.392 -4.818
H -3.806 1.656 -3.151
H -0.836 2.242 2.454
H 0.104 1.146 4.536
H 0.401 -0.974 5.802
H 0.075 -3.140 4.594
H -0.383 -3.076 2.141
O 0.188 -2.371 -0.924
C 1.285 -3.005 -1.165
C 1.404 -3.814 -2.323
C 2.476 -4.648 -2.519
C 3.488 -4.734 -1.570
C 3.454 -3.892 -0.480
C 2.400 -2.999 -0.282
C 2.481 -2.015 0.771
N 1.998 -0.781 0.730
C 2.428 -0.158 1.864
C 3.158 -1.024 2.618
N 3.185 -2.199 1.917
H 0.621 -3.763 -3.065
H 2.534 -5.243 -3.421
H 4.313 -5.413 -1.710
H 4.277 -3.909 0.222
H 2.197 0.871 2.058
H 3.638 -0.912 3.569
H 3.648 -3.051 2.190
C -4.255 -4.187 -5.344
C -2.746 -4.202 -5.118
N -2.277 -3.227 -4.146
C -2.080 -3.702 -2.792
C -3.384 -3.784 -1.996
C -2.128 -1.965 -4.618
O -2.528 -1.652 -5.729
C -1.293 -0.988 -3.844
C -0.365 -0.253 -4.585
C 0.528 0.585 -3.938
C 0.495 0.627 -2.554
N -0.435 -0.007 -1.859
C -1.340 -0.759 -2.478
H -4.531 -5.023 -5.984
H -4.541 -3.258 -5.830
H -4.791 -4.273 -4.404
H -2.254 -3.974 -6.068
H -2.419 -5.188 -4.782
H -1.374 -3.062 -2.263
H -1.633 -4.700 -2.849
H -3.990 -2.900 -2.170
H -3.158 -3.843 -0.936
H -3.963 -4.662 -2.271
H -0.363 -0.349 -5.661
H 1.250 1.172 -4.486
H 1.215 1.194 -1.981
H -2.130 -1.147 -1.857
```

Summary:
- E: -3562.772891 hartree
- 2S+1: 2
- Orbital gap (spin up / spin down): 7.0 / 6.9 eV



Please write out number 1 again, unchanged.
Below is a molecular structure, C32H31AgN5O2Te, with properties calculated with ωB97M-V/def2-TZVPD.

Structure (XYZ):
```
72
C32H31AgN5O2Te ωB97M-V/def2-TZVPD
Ag -0.235 -0.360 -0.088
C -1.330 0.511 -3.378
C -2.003 1.455 -2.428
C -3.074 2.230 -2.870
C -3.724 3.051 -1.972
C -3.252 3.119 -0.672
C -2.142 2.363 -0.314
N -1.557 1.515 -1.172
C -1.539 2.503 1.042
C -1.868 3.579 1.866
C -1.307 3.649 3.127
C -0.405 2.679 3.523
C -0.072 1.669 2.624
N -0.654 1.585 1.426
C 0.951 0.634 2.951
C 1.650 0.646 4.153
C 2.560 -0.364 4.411
C 2.750 -1.355 3.468
C 2.030 -1.297 2.277
C 2.227 -2.326 1.204
N 1.155 -0.319 2.036
H -1.344 0.911 -4.391
H -0.303 0.344 -3.067
H -1.854 -0.448 -3.388
H -3.388 2.171 -3.903
H -4.580 3.637 -2.277
H -3.760 3.746 0.045
H -2.530 4.361 1.531
H -1.565 4.461 3.793
H 0.030 2.722 4.509
H 1.495 1.423 4.886
H 3.110 -0.379 5.343
H 3.450 -2.163 3.640
H 2.628 -3.253 1.611
H 1.280 -2.527 0.700
H 2.930 -1.945 0.459
O 6.190 3.755 0.328
C 6.130 3.020 -0.796
O 7.024 3.063 -1.590
C 4.923 2.147 -0.998
C 4.965 1.256 -2.068
C 3.912 0.402 -2.323
C 2.781 0.415 -1.499
C 2.719 1.343 -0.460
C 3.781 2.190 -0.205
N 1.663 -0.426 -1.669
C 1.728 -1.486 -2.368
C 0.539 -2.316 -2.596
C 0.457 -3.103 -3.741
C -0.705 -3.816 -3.982
C -1.738 -3.738 -3.062
C -1.558 -2.950 -1.934
N -0.453 -2.254 -1.700
H 5.420 3.635 0.891
H 5.840 1.255 -2.704
H 3.967 -0.254 -3.181
H 1.818 1.376 0.139
H 3.678 2.905 0.603
H 2.647 -1.820 -2.853
H 1.281 -3.132 -4.443
H -0.804 -4.427 -4.869
H -2.660 -4.285 -3.207
H -2.333 -2.875 -1.179
C -1.432 -1.657 3.779
Te -2.171 -1.695 1.768
C -2.224 -3.849 1.778
H -2.168 -2.127 4.426
H -1.288 -0.625 4.087
H -0.489 -2.196 3.834
H -1.373 -4.206 2.353
H -2.163 -4.231 0.763
H -3.148 -4.184 2.242
```

Summary:
- E: -2077.125065 hartree
- Orbital gap: 6.9 eV
- Net charge: +1